ORCA calculation (ωB97M-V/def2-TZVPD) on a structure of composition C20H36CaF2NO22S2 in a non-equilibrium geometry.

As for the highest occupied orbital energy: -10.82 eV. Its maximum force is 10.4 eV/Å. The spin multiplicity is 1. Its net charge is +1.

```
84
Properties=species:S:1:pos:R:3:forces:R:3
Ca -0.88532 0.20135 -0.27949 -0.7 -0.1 -0.3
N -4.25627 -0.67760 -2.30937 0.7 -6.6 5.3
S -4.94953 -0.18604 -3.49221 -1.7 4.1 -9.4
O -6.02019 0.71244 -3.23330 -0.7 -0.1 -0.2
O -4.99742 -1.04399 -4.72483 0.0 1.9 3.6
F -3.74381 0.81448 -3.74246 1.0 1.4 -1.3
S -5.22234 -2.11919 -2.18030 0.2 -1.4 1.6
O -4.70697 -3.30490 -2.83720 -0.4 2.0 1.3
O -6.64529 -1.85034 -2.19167 2.0 -0.4 0.1
F -4.81009 -2.22703 -0.61965 -0.2 -0.6 -0.3
C 0.03593 -7.86798 1.96115 -0.5 1.0 0.6
C 1.06010 -8.11634 0.91818 0.5 -2.1 -1.0
O 1.04540 -6.98384 0.04405 0.9 1.0 -0.4
C 0.31902 -5.99218 0.57273 -2.5 0.5 1.3
O 0.03250 -4.85699 0.20207 1.6 -2.8 0.3
O -0.29665 -6.52823 1.69792 -0.3 2.4 -0.5
H 0.46305 -7.86257 2.96397 -0.2 -0.5 0.0
H -0.89293 -8.43262 1.88045 0.3 -0.3 0.1
H 0.82531 -8.99359 0.31536 -0.2 0.2 -0.2
H 2.01848 -8.38715 1.36120 0.4 0.9 -0.3
C -0.61578 -4.76877 -8.95645 0.7 -0.8 0.7
C -0.20291 -4.83781 -7.46636 -1.0 0.1 -1.8
C 1.26671 -5.03542 -7.08236 -0.1 -0.6 -1.7
O 1.59129 -3.92976 -6.25315 -0.4 -1.3 0.8
C 0.47454 -3.20940 -6.13175 0.7 3.5 0.6
O 0.41256 -2.19668 -5.48132 0.1 -0.7 0.4
O -0.45169 -3.54816 -6.99006 -1.2 0.2 0.7
H -1.69511 -4.65078 -9.05259 0.1 0.0 0.2
H -0.33260 -5.72672 -9.39263 0.0 0.1 -0.5
H -0.13706 -3.91867 -9.44249 0.2 -0.2 -0.1
H -0.89328 -5.53496 -6.99153 0.2 -0.1 0.4
H 1.90542 -4.91201 -7.95695 0.1 -0.5 -0.1
H 1.34486 -6.03542 -6.65575 0.7 0.3 0.5
C 6.58315 3.07607 1.40211 0.2 0.8 0.3
O 5.39071 2.45892 0.93498 -0.8 -0.2 -1.1
C 4.88982 1.31985 1.40567 -2.1 1.0 -0.9
O 3.76024 0.91602 1.14360 0.8 0.8 -0.3
O 5.67785 0.72667 2.21224 1.8 -1.1 2.5
C 5.06149 -0.30774 3.02784 0.1 -0.2 -0.8
H 6.63706 4.04644 0.90857 -0.4 0.0 -0.1
H 7.52030 2.59892 1.11546 -0.3 -0.6 0.3
H 6.47902 3.27789 2.46819 0.4 -0.3 0.0
H 5.85126 -0.80556 3.59046 0.0 0.1 -0.3
H 4.56868 -0.94715 2.29545 0.0 -0.4 0.6
H 4.32708 0.11275 3.71480 0.1 0.2 -0.2
C -0.50707 -3.14105 7.05174 -0.5 1.3 0.2
O -0.60851 -2.33004 5.89518 0.2 1.1 -1.3
C -1.73463 -1.82701 5.36718 1.4 -2.4 0.0
O -1.69041 -1.50114 4.21463 -1.0 1.3 -0.4
O -2.75168 -2.00825 6.18919 -1.3 1.3 0.3
C -4.08725 -1.65933 5.78238 -1.3 -1.0 -0.6
H 0.01211 -2.48793 7.75317 0.3 -0.6 0.4
H 0.08027 -3.98778 6.69652 -0.4 -0.2 0.7
H -1.52236 -3.26618 7.42805 0.4 -1.0 0.2
H -4.36147 -2.20390 4.87886 0.4 0.2 -0.3
H -4.40804 -0.62284 5.67803 1.1 0.3 0.0
H -4.81717 -2.05757 6.48716 0.7 -0.2 0.6
C -4.82466 2.99544 2.38619 1.6 1.2 -0.1
O -4.02545 3.74591 3.43795 0.3 -0.9 -0.1
C -2.64100 3.72955 3.45526 -2.1 0.4 0.3
O -1.95786 3.20693 2.62289 0.8 -0.7 -0.8
O -2.22787 4.40857 4.52343 -0.7 -0.1 0.5
C -0.83796 4.67382 4.80407 0.5 -0.4 -1.7
H -4.72047 3.58800 1.47728 0.0 -0.1 0.0
H -5.88899 2.95745 2.61823 0.4 0.2 0.8
H -4.45655 1.99202 2.17231 0.2 0.1 0.5
H -0.22339 3.95262 4.26531 0.0 -0.2 0.2
H -0.57785 4.64944 5.86229 -0.7 0.0 -0.1
H -0.58199 5.62598 4.33933 -0.1 0.2 0.4
C 3.34289 8.22360 0.17673 -1.4 1.1 -0.1
C 2.30671 8.03103 -0.92058 0.4 0.9 0.9
O 1.85930 6.68840 -0.87305 -0.2 -1.4 -0.3
C 1.45688 6.00408 -1.92716 -1.6 -2.2 -0.8
O 0.89148 4.87583 -1.83207 2.0 3.7 -0.6
O 1.71259 6.71171 -3.06510 0.1 -0.8 1.5
C 1.40965 6.19938 -4.34130 -1.2 -0.6 -0.7
H 3.43260 9.30966 0.15375 1.2 0.1 -0.3
H 4.23797 7.63163 -0.01431 0.0 0.4 0.4
H 2.89734 8.16725 1.16991 0.2 -1.1 0.1
H 2.76117 8.41229 -1.83503 -0.3 -0.8 -0.3
H 1.42214 8.62775 -0.69795 0.0 0.2 -0.1
H 0.37192 6.42742 -4.58462 0.0 0.6 -0.1
H 1.38426 5.11259 -4.42094 0.8 -0.1 0.3
H 2.08712 6.67881 -5.04790 -0.1 -0.2 0.1
```
Positions in Å, forces in eV/Å.

Atomic partial charges in e from the Löwdin method, atoms 1 to 2: 1.909, -0.324

=====

ORCA calculation (ωB97M-V/def2-TZVPD) on a cluster of 8 separate species, C20H36F2N2O24S4 in total in a non-equilibrium geometry.

As for the highest occupied orbital energy: -9.54 eV. Its SMILES is O=C1OC[C@@H](F)O1.O=C1OC[C@@H](F)O1.O=S1(=O)OCCO1.O=S1(=O)OCCO1.O=S1(=O)OCCO1.O=S1(=O)OCCO1.CNC(C)=O.CNC(C)=O. Its relative energy (zero: lowest compared OMol25 entry of this formula, charge and spin) is 103.7 kcal/mol. Its maximum force is 4.8 eV/Å. The spin multiplicity is 1.

```
88
Properties=species:S:1:pos:R:3:forces:R:3
C -0.83080 -0.92683 -3.21754 -0.3 -0.8 0.4
C -0.60153 -0.12428 -1.94307 -1.1 0.5 -1.2
O -1.57311 0.31765 -1.33653 1.1 0.0 0.2
N 0.69516 0.04708 -1.60892 1.5 0.2 1.7
C 1.17145 1.06152 -0.63762 -1.0 0.3 -0.5
H -0.62751 -1.94316 -2.88011 0.0 -0.4 -0.4
H -0.24747 -0.73877 -4.11892 0.4 0.3 0.4
H -1.88306 -0.89989 -3.50058 0.1 0.2 0.3
H 1.47491 -0.35258 -2.11128 -0.7 -0.2 -0.5
H 0.37743 1.29409 0.07200 -0.2 0.3 -0.5
H 1.42849 1.89270 -1.29425 0.0 0.6 0.7
H 2.01820 0.86534 0.02013 0.2 -0.9 -0.6
C -1.34777 -3.80549 3.52681 -1.4 1.3 -0.6
C -0.02210 -4.46652 3.43113 1.3 -2.1 0.5
O 0.20889 -5.60197 3.83915 -0.5 0.4 0.0
N 0.95818 -3.75256 2.84367 1.3 1.1 -1.0
C 2.38079 -4.12236 2.52040 -0.4 0.1 0.3
H -1.54752 -3.21651 4.42197 0.4 -0.6 0.5
H -2.20274 -4.45415 3.33613 0.4 -0.4 0.3
H -1.48564 -3.01527 2.78882 0.3 0.0 -0.5
H 0.61637 -2.89009 2.44441 0.5 0.0 0.0
H 2.95985 -3.22548 2.30040 -0.4 0.3 0.0
H 2.53570 -4.77276 1.65954 -0.7 -0.1 -0.1
H 2.94805 -4.59900 3.31984 -0.7 0.0 0.4
C 3.79884 4.91414 -5.89827 -0.7 -1.9 0.9
C 2.31732 5.25651 -5.62411 2.2 -1.2 -2.5
O 1.65519 4.21496 -6.35527 -1.0 0.2 0.1
C 2.51129 3.44309 -7.14763 -1.9 -1.7 -1.1
O 2.22757 2.50721 -7.89436 0.1 2.9 2.4
O 3.70554 3.86979 -6.93366 3.2 1.3 1.0
F 2.22371 6.47032 -6.22329 -1.8 0.7 0.1
H 4.10038 4.52342 -4.92640 0.8 -0.8 -0.4
H 4.52208 5.67509 -6.19148 -0.7 0.1 -0.3
H 2.00417 5.22082 -4.58068 -0.3 0.4 -0.3
C 1.25292 2.37821 8.87685 -1.9 0.6 -0.1
C 0.26498 2.44901 7.69460 0.8 -1.0 2.5
O 1.00609 1.85596 6.69035 -0.2 -0.1 -1.3
C 2.34073 1.91396 6.99354 2.6 -0.1 -2.2
O 3.29116 1.68003 6.25924 -3.0 0.3 1.5
O 2.47909 2.33793 8.23246 1.3 0.4 1.2
F -0.05301 3.75464 7.46289 -0.1 -0.3 -0.6
H 1.09617 1.49849 9.50104 0.1 -0.1 -0.1
H 1.01039 3.27592 9.44555 1.0 0.1 0.2
H -0.59598 1.87618 8.03916 -0.5 0.1 -1.2
C -3.29316 -8.09318 -1.37587 2.5 -1.3 -0.9
C -4.46446 -9.05087 -1.25891 -0.5 0.5 0.5
O -5.63606 -8.29172 -1.61302 0.2 2.1 -0.1
S -5.38712 -6.66214 -1.41110 -0.2 1.9 -0.5
O -6.11855 -6.20957 -0.21088 2.1 -1.3 -2.7
O -5.54401 -5.86145 -2.66087 0.3 -2.8 3.3
O -3.69295 -6.81355 -1.14113 -4.1 2.4 0.7
H -2.73990 -8.03519 -2.31323 -0.3 -0.8 -0.5
H -2.52822 -8.28390 -0.62315 -0.1 -0.5 0.1
H -4.51403 -9.29019 -0.19667 -0.4 -0.4 -0.1
H -4.53405 -9.93182 -1.89701 0.6 0.1 0.1
C 8.44321 -4.76668 -3.62153 0.7 -1.4 0.0
C 8.72720 -4.31293 -5.04197 0.3 0.4 -0.1
O 7.94437 -3.13130 -5.23971 -1.4 1.2 0.6
S 7.05997 -2.72937 -3.92982 -0.4 0.1 0.1
O 5.74376 -3.30058 -4.12195 1.7 0.3 0.5
O 7.12369 -1.33681 -3.51603 0.6 -2.5 -0.9
O 8.03686 -3.63933 -2.94493 -2.0 2.3 0.5
H 9.30188 -5.13890 -3.06274 0.2 0.0 -0.4
H 7.70897 -5.57207 -3.60305 -0.4 0.2 0.0
H 8.39668 -5.08185 -5.74026 0.4 0.2 -0.2
H 9.72392 -3.90030 -5.19810 0.3 -0.9 0.0
C -1.12947 7.77312 0.82007 -0.9 1.0 -0.6
C -0.90791 7.12633 2.18605 -1.9 1.6 -1.0
O 0.43748 7.03275 2.26832 4.7 -0.6 0.7
S 1.33323 8.26795 1.49608 -2.2 0.4 0.3
O 2.62072 7.91238 0.93227 -2.6 -0.4 0.7
O 1.30914 9.44023 2.35437 -0.4 -1.7 -1.3
O 0.12566 8.30560 0.33293 1.3 0.2 0.9
H -1.84931 8.58033 0.95540 0.2 0.3 -0.2
H -1.57275 7.14724 0.04555 0.6 -0.3 0.0
H -1.49392 6.20883 2.23984 0.8 -0.5 0.1
H -1.32019 7.79974 2.93748 0.2 0.0 0.3
C -7.79189 2.50798 0.07220 -0.6 -2.9 -1.4
C -7.95250 1.06996 0.60266 -0.8 -1.4 -0.2
O -8.32036 1.16419 1.96469 0.8 1.4 1.6
S -7.65269 2.51018 2.63267 -2.2 0.4 1.0
O -6.53520 2.26942 3.55024 -1.8 0.4 -2.8
O -8.80318 3.25161 3.15975 2.5 -1.0 -1.0
O -7.23304 3.13383 1.12833 1.8 1.6 3.8
H -8.69898 2.99959 -0.27938 -0.2 -0.2 0.2
H -7.09038 2.37347 -0.75114 0.2 0.7 0.0
H -7.06456 0.43778 0.59791 0.5 0.5 -0.5
H -8.73074 0.43483 0.17951 -0.1 0.5 -0.4
```
Positions in Å, forces in eV/Å.

Atomic partial charges in e from the Löwdin method, atoms 1 to 2: -0.011, -0.562

=====

ORCA calculation (ωB97M-V/def2-TZVPD) on a structure of composition C20H36NOOsP2 in a non-equilibrium geometry.

Its expectation value of S² is 8.77. As for the highest occupied orbital energy (spin up / spin down): -10.72 / -13.36 eV. Its relative energy (zero: lowest compared OMol25 entry of this formula, charge and spin) is 13.4 kcal/mol. Its maximum force is 4.1 eV/Å. The spin multiplicity is 6. Its net charge is +2.

```
61
Properties=species:S:1:pos:R:3:forces:R:3
P 0.35821 -1.87215 -4.68827 -0.4 1.3 -1.3
P -0.10288 1.74374 -5.56466 -1.3 2.0 -0.3
C -0.31803 -1.05237 -6.19120 -0.2 -0.8 -0.3
C 0.23925 0.33122 -6.58976 0.2 -0.8 -1.0
H -1.40379 -1.02215 -6.04623 0.1 0.2 0.1
H -0.17755 -1.77343 -7.01531 0.0 0.5 0.0
H 1.33347 0.30502 -6.72620 -0.4 0.0 -0.1
H -0.22475 0.59529 -7.55411 0.3 -0.1 0.0
C -1.69026 2.59000 -5.98158 0.6 -0.9 -0.1
H -2.02047 3.24818 -5.18179 0.1 0.0 -0.1
H -2.43117 1.82532 -6.18015 -0.3 0.1 -0.1
H -1.43593 3.16067 -6.86614 -0.4 0.2 -0.3
C 1.07788 3.09201 -5.90808 0.0 -0.7 0.0
H 0.68306 3.60335 -6.77798 0.2 0.2 -0.2
H 2.05658 2.68663 -6.13148 0.3 0.0 -0.1
H 1.17657 3.79930 -5.08303 -0.2 -0.1 0.1
C -0.76623 -3.26978 -4.40131 -0.4 -0.2 0.0
H -0.52577 -3.83467 -3.47595 -0.2 0.5 -0.5
H -0.61805 -3.97249 -5.24589 -0.2 0.4 0.2
H -1.81720 -2.90818 -4.39542 0.7 -0.4 0.1
C 1.90255 -2.71086 -5.26714 0.2 0.3 0.3
H 2.68656 -1.96923 -5.55659 -0.5 -0.7 0.3
H 1.60912 -3.29778 -6.17870 0.2 0.5 0.9
H 2.27323 -3.41142 -4.47736 -0.2 0.7 -0.7
Os -0.00429 -1.80145 -1.60666 -2.2 -0.6 2.8
C 0.99506 1.85842 -1.35582 2.5 -2.1 1.5
C 0.00739 2.76615 -1.56220 -1.3 -3.7 1.2
C -1.22316 2.38573 -2.53814 0.6 1.7 -0.1
C -1.86839 0.96484 -2.68315 -0.3 -1.6 0.4
C -1.14411 -0.40922 -2.91846 0.5 0.5 -0.4
C 0.23249 -0.42061 -3.44303 -0.9 -0.4 -2.8
C 1.03150 0.86375 -3.65725 1.8 -0.8 0.6
C 1.84996 1.08783 -2.37715 1.5 -0.3 -0.7
C 1.20819 -2.88445 -0.44808 0.8 -1.5 0.3
H 1.44518 1.43028 -0.34202 -1.0 2.5 -1.6
H -0.37167 3.16107 -0.60354 0.2 0.3 -0.7
H -1.06969 2.82676 -3.54535 -0.1 -0.2 0.7
H -2.00470 3.02793 -2.09976 0.0 -0.4 -0.4
H -2.60277 0.80001 -1.86072 0.7 0.2 -0.4
H -2.47926 0.94310 -3.59231 -0.3 0.9 0.1
H -1.84502 -1.29892 -3.13375 0.9 1.7 0.1
H 1.03399 -1.43578 -2.74770 1.4 0.3 0.1
H 0.49729 1.86054 -3.64809 0.5 -1.1 -0.5
H 1.83591 0.66034 -4.42571 -1.0 0.7 0.3
H 2.22476 -0.02049 -2.23491 -0.6 2.4 1.1
H 2.82133 1.70448 -2.60582 -1.8 -0.9 0.5
H 1.46588 -2.39926 0.53224 0.0 -0.6 -0.9
H 2.09375 -3.33889 -1.00823 -1.1 0.3 1.3
H 0.34217 -3.65679 -0.29894 1.6 0.6 0.1
O -1.22022 -0.84864 -0.17613 0.1 1.5 2.3
N -1.05450 -0.17943 1.04205 0.2 -0.8 -0.8
C -2.19632 -0.05793 1.76843 0.7 0.2 0.4
C -2.17999 0.49216 3.04049 1.0 0.0 -0.2
C -0.96328 0.93679 3.58340 -0.9 -0.6 -0.7
C 0.16664 0.81005 2.80874 1.3 0.1 -0.3
C 0.15037 0.24704 1.53124 -1.6 -0.3 0.6
H -3.06970 -0.48341 1.31790 -0.2 0.0 -0.2
H -3.07654 0.53165 3.62566 -0.4 0.0 0.0
H -0.91402 1.29172 4.59629 0.0 0.2 0.1
H 1.13866 1.12578 3.21312 -0.5 -0.2 -0.3
H 1.05222 0.06346 0.97336 -0.2 -0.1 -0.2
```
Positions in Å, forces in eV/Å.

Atomic partial charges in e from the natural (NBO) method, atoms 1 to 2: 1.522, 1.382